ORCA calculation (wB97M-V/def2-TZVPD) on a structure of composition ClN2O5S at a distorted geometry.

```
9
Properties=species:S:1:pos:R:3:forces:R:3:lowdin_charge:R:1
N -0.900066 -0.581752 -0.083583 -1.729 2.064 2.541 -0.11
N -0.032523 -1.274230 -0.720217 0.191 -3.041 -1.503 -0.59
O 1.018484 -0.784685 -1.080449 1.295 -0.534 -0.466 -0.05
O 0.946555 1.175854 1.093598 -1.134 0.306 -1.416 -0.78
O -0.384174 -2.465613 -0.940504 0.806 1.046 -0.059 -0.05
O -0.092210 1.558933 -1.120781 0.011 0.910 -0.361 -0.30
O -1.460687 1.622047 0.943140 0.496 -0.862 -0.729 -0.32
S -0.479154 0.963375 0.108108 -0.730 1.363 0.758 0.54
Cl 1.383774 -0.213929 1.800689 0.794 -1.253 1.236 0.65
```
Positions in Å, forces in eV/Å.

Values from the calculation:
Calculated total energy   -36571.571 eV
Net charge   -1